Below is a cluster of 2 separate species, C2FO4 in total at a distorted geometry, with properties calculated with wB97M-V/def2-TZVPD.

```
! RIJCOSX wB97M-V def2-TZVPD def2/J DEFGRID3
* xyz -1 1
C -1.401 0.286 0.133
C 0.237 -0.319 -0.107
O -1.850 -0.179 1.136
O -1.746 0.910 -0.845
O 1.297 0.206 0.106
O 3.615 0.358 0.300
F 0.240 -1.497 -0.767
*
```

- energy above the lowest of the compared OMol25 structures with the same formula, charge and spin (kcal/mol) = 39.8
- orbital gap (alpha / beta) (hartree) = 0.2141 / 0.2234
- DFT total energy (eV) = -12978.0071

For reference, the Mulliken charges in units of e are: 0.562 0.380 -0.584 -0.606 -0.449 -0.075 -0.227

---

Below is a structure of composition C2FeO3 at a distorted geometry, with properties calculated with wB97M-V/def2-TZVPD.

```
! RIJCOSX wB97M-V def2-TZVPD def2/J DEFGRID3
* xyz 1 6
O 1.879 -0.394 -0.348
C 2.827 -1.012 -0.432
O -1.241 1.107 0.963
C -1.959 0.165 0.559
O -1.669 -0.585 -0.378
Fe 0.163 0.719 -0.364
*
```

- orbital gap (alpha / beta) (hartree) = 0.2988 / 0.3490
- DFT total energy (eV) = -42592.6814

For reference, the Mulliken charges in units of e are: -0.087 0.146 -0.491 0.739 -0.483 1.176

---

Below is a structure of composition C2H10BBrINOTa at a distorted geometry, with properties calculated with wB97M-V/def2-TZVPD.

```
! RIJCOSX wB97M-V def2-TZVPD def2/J DEFGRID3
* xyz -1 1
C -1.794 1.340 -0.765
C -0.790 0.861 -1.796
B 0.448 0.042 -1.207
O 1.547 -0.093 -2.071
Ta 0.703 -0.976 0.914
N 0.613 -1.526 3.015
Br 3.294 -0.233 1.011
I 1.398 -3.516 -0.174
H -2.514 2.021 -1.199
H -2.322 0.511 -0.324
H -1.290 1.885 0.014
H -0.363 1.742 -2.267
H -1.270 0.255 -2.555
H 2.248 0.487 -1.730
H -1.084 -1.337 0.776
H 0.316 0.737 1.481
H 1.193 -0.882 3.546
H -0.331 -1.317 3.332
*
```

- orbital gap (hartree) = 0.2678
- DFT total energy (eV) = -86147.2347

Mulliken atomic charge list, values in e, 8 entries: -1.076 -0.458 0.823 -0.464 0.206 -0.768 -0.495 -0.388

---

Below is a structure of composition C2H10BInO5PS, with properties calculated with wB97M-V/def2-TZVPD.

```
! RIJCOSX wB97M-V def2-TZVPD def2/J DEFGRID3
* xyz -1 1
C -1.682 3.424 0.565
C -0.819 2.172 0.504
O -0.999 1.500 -0.728
B 0.059 0.686 -1.148
O 1.149 1.331 -1.688
In -0.033 -1.597 -1.083
S -2.325 -2.292 -0.371
P 1.807 -2.688 0.305
O 3.172 -2.286 -0.121
O 1.623 -2.490 1.910
O 1.667 -4.322 0.267
H -2.718 3.189 0.795
H -1.614 3.982 -0.367
H -1.302 4.064 1.365
H 0.228 2.455 0.654
H -1.106 1.511 1.329
H 0.869 2.214 -1.965
H 0.178 -2.246 -2.720
H -2.285 -2.132 0.955
H 2.339 -1.918 2.201
H 1.792 -4.554 -0.658
*
```

- orbital gap (hartree) = 0.2745
- DFT total energy (eV) = -38453.7100

Mulliken atomic charge list, values in e, 8 entries: -1.128 -0.174 -0.374 0.202 -0.514 0.653 -0.584 0.593

---

Below is a structure of composition C2H10Ba3O4 at a distorted geometry, with properties calculated with wB97M-V/def2-TZVPD.

```
! RIJCOSX wB97M-V def2-TZVPD def2/J DEFGRID3
* xyz 4 1
Ba -2.451 0.283 -0.524
Ba -0.365 2.741 -0.348
Ba -0.670 0.496 2.216
O 1.389 1.009 2.383
H 1.324 0.362 1.653
O -0.625 0.614 0.176
H 0.052 -0.082 0.286
C -0.702 -1.867 0.907
O -1.807 -1.267 1.555
H -0.971 -2.569 0.118
H -0.065 -1.125 0.425
H -0.041 -2.337 1.635
H -2.427 -1.998 1.617
C 1.212 0.619 -1.844
O 1.023 2.020 -2.004
H 1.378 0.051 -2.759
H 2.149 0.536 -1.293
H 0.380 0.146 -1.321
H 1.216 2.370 -2.877
*
```

- energy above the lowest of the compared OMol25 structures with the same formula, charge and spin (kcal/mol) = 329.5
- orbital gap (hartree) = 0.2695
- DFT total energy (eV) = -12454.0064

Mulliken atomic charge list, values in e, 8 entries: 1.814 1.830 1.760 -0.761 0.341 -1.386 0.083 -0.941

---

Below is a cluster of 2 separate species, C2H10ClNSi2 in total at a distorted geometry, with properties calculated with wB97M-V/def2-TZVPD.

```
! RIJCOSX wB97M-V def2-TZVPD def2/J DEFGRID3
* xyz 0 1
C 1.006 -2.353 -1.493
C -0.845 -1.903 0.926
N -0.086 4.009 0.225
Si 0.379 2.620 1.118
Si -0.182 -1.102 -0.681
Cl -1.805 -0.899 -1.975
H 1.884 -2.494 -0.869
H 0.520 -3.324 -1.606
H 1.342 -2.036 -2.475
H -0.139 -2.637 1.303
H -1.008 -1.174 1.713
H -1.793 -2.409 0.745
H 0.347 4.223 -0.659
H -1.055 4.293 0.218
H -0.395 2.619 2.346
H 1.832 2.569 1.163
*
```

- energy above the lowest of the compared OMol25 structures with the same formula, charge and spin (kcal/mol) = 43.5
- orbital gap (alpha / beta) (hartree) = 0.2728 / 0.2305
- DFT total energy (eV) = -32003.3121

Mulliken atomic charge list, values in e, 8 entries: -0.990 -0.927 -0.436 0.187 0.301 -0.295 0.326 0.310

---

Below is a cluster of 2 separate species, C2H10N in total at a distorted geometry, with properties calculated with wB97M-V/def2-TZVPD.

```
! RIJCOSX wB97M-V def2-TZVPD def2/J DEFGRID3
* xyz 0 2
N -2.291 1.713 -1.426
H -1.322 1.778 -0.944
H -2.803 2.403 -0.788
H -2.254 2.022 -2.495
H -2.600 0.822 -1.390
C 1.111 -1.724 1.015
C 1.688 -0.394 0.689
H 1.778 -2.394 1.525
H 0.636 -2.222 0.226
H 0.186 -1.601 1.655
H 2.120 0.207 1.640
H 2.553 -0.449 0.113
H 0.948 0.149 0.214
*
```

- energy above the lowest of the compared OMol25 structures with the same formula, charge and spin (kcal/mol) = 15.2
- orbital gap (alpha / beta) (hartree) = 0.2078 / 0.4365
- DFT total energy (eV) = -3722.5369

Mulliken atomic charge list, values in e, 8 entries: -2.758 0.544 0.730 0.683 0.789 -0.939 -0.479 0.306

---

Below is a cluster of 2 separate species, C2H10N2 in total at a distorted geometry, with properties calculated with wB97M-V/def2-TZVPD.

```
! RIJCOSX wB97M-V def2-TZVPD def2/J DEFGRID3
* xyz 0 1
N 2.079 -1.274 -1.294
C 0.896 -0.401 -1.038
N 0.091 -0.040 -2.237
H 1.926 -2.097 -1.759
H 2.693 -0.632 -1.781
H 0.280 -0.831 -0.286
H 1.239 0.446 -0.396
H -0.729 0.372 -2.003
H 0.447 0.668 -2.828
C -2.600 1.395 4.017
H -3.507 2.000 3.756
H -3.257 0.445 3.872
H -2.245 1.509 4.979
H -1.820 1.353 3.284
*
```

- energy above the lowest of the compared OMol25 structures with the same formula, charge and spin (kcal/mol) = 28.7
- orbital gap (hartree) = 0.3836
- DFT total energy (eV) = -5215.1093

Mulliken atomic charge list, values in e, 8 entries: -0.534 -0.370 -0.605 0.221 0.207 0.369 0.284 0.229

---

What did the fourth record say?
Below is a structure of composition C2H10BInO5PS, with properties calculated with wB97M-V/def2-TZVPD.

```
! RIJCOSX wB97M-V def2-TZVPD def2/J DEFGRID3
* xyz -1 1
C -1.682 3.424 0.565
C -0.819 2.172 0.504
O -0.999 1.500 -0.728
B 0.059 0.686 -1.148
O 1.149 1.331 -1.688
In -0.033 -1.597 -1.083
S -2.325 -2.292 -0.371
P 1.807 -2.688 0.305
O 3.172 -2.286 -0.121
O 1.623 -2.490 1.910
O 1.667 -4.322 0.267
H -2.718 3.189 0.795
H -1.614 3.982 -0.367
H -1.302 4.064 1.365
H 0.228 2.455 0.654
H -1.106 1.511 1.329
H 0.869 2.214 -1.965
H 0.178 -2.246 -2.720
H -2.285 -2.132 0.955
H 2.339 -1.918 2.201
H 1.792 -4.554 -0.658
*
```

- orbital gap (hartree) = 0.2745
- DFT total energy (eV) = -38453.7100

Mulliken atomic charge list, values in e, 8 entries: -1.128 -0.174 -0.374 0.202 -0.514 0.653 -0.584 0.593

---

Copy entry 8 word for word.
Below is a cluster of 2 separate species, C2H10N2 in total at a distorted geometry, with properties calculated with wB97M-V/def2-TZVPD.

```
! RIJCOSX wB97M-V def2-TZVPD def2/J DEFGRID3
* xyz 0 1
N 2.079 -1.274 -1.294
C 0.896 -0.401 -1.038
N 0.091 -0.040 -2.237
H 1.926 -2.097 -1.759
H 2.693 -0.632 -1.781
H 0.280 -0.831 -0.286
H 1.239 0.446 -0.396
H -0.729 0.372 -2.003
H 0.447 0.668 -2.828
C -2.600 1.395 4.017
H -3.507 2.000 3.756
H -3.257 0.445 3.872
H -2.245 1.509 4.979
H -1.820 1.353 3.284
*
```

- energy above the lowest of the compared OMol25 structures with the same formula, charge and spin (kcal/mol) = 28.7
- orbital gap (hartree) = 0.3836
- DFT total energy (eV) = -5215.1093

Mulliken atomic charge list, values in e, 8 entries: -0.534 -0.370 -0.605 0.221 0.207 0.369 0.284 0.229

---

Which of these has the highest DFT total energy? C2H10N

---

Look up the DFT total energy of the eighth one. -5215.1093 eV